{"formula": "C5H8O", "method": "ωB97M-V/def2-TZVPD", "e_above_lowest_ev": 6.315, "e_lumo_ha": 0.0262, "total_energy_ev": -7355.94059, "largest_force_ev_per_a": 0.39, "molar_mass_g_mol": 84.118, "elements": ["C", "C", "C", "C", "O", "C", "H", "H", "H", "H", "H", "H", "H", "H"], "positions_angstrom": [[-1.36510, 0.82911, -0.11051], [-0.62227, -0.38815, -0.59547], [0.91578, -0.49811, -0.64539], [1.57403, -0.07900, 0.62576], [0.61341, -0.64155, 1.44134], [0.06747, -1.32653, 0.30221], [-0.68454, 1.51912, 0.40684], [-2.16162, 0.55646, 0.58897], [-1.81127, 1.36459, -0.95404], [-1.05273, -0.89512, -1.45950], [1.44263, -0.77952, -1.54970], [1.20537, 1.65662, 0.65769], [1.91637, 1.08324, 0.90381], [-0.03753, -2.40116, 0.38799]]}